No. 1
Density functional theory data (ωB97M-V/def2-TZVPD) for a 2-piece molecular cluster, C5H12NS overall.

The geometry in XYZ format:
```
19
Properties=species:S:1:pos:R:3:forces:R:3
S 2.655 -0.017 -0.611 1.3 -0.3 0.3
N 0.158 -0.827 0.292 1.9 0.0 2.7
C 0.460 1.527 1.233 0.8 -2.8 -1.6
C -1.383 1.149 -0.453 -0.6 1.2 -1.8
C 0.943 -0.171 -0.750 -1.5 -1.1 -4.7
C -0.747 -1.881 -0.007 -1.5 -0.8 -1.5
C -0.055 0.655 0.020 0.5 0.7 1.0
H -2.009 1.522 0.390 0.3 -0.9 -0.5
H -1.870 0.390 -1.110 0.0 0.9 0.6
H 0.703 -0.905 1.209 -0.8 -0.2 -1.7
H 1.505 1.634 0.984 0.3 1.3 0.2
H -0.368 -2.653 -0.688 0.4 0.4 0.2
H 0.547 0.857 2.118 -0.8 1.0 -0.1
H -1.540 -1.358 -0.524 -0.6 -0.6 -0.2
H 0.640 -0.731 -2.196 0.3 1.7 4.5
H 2.985 -1.320 -0.906 -0.4 0.8 0.1
H -0.179 2.389 1.240 0.3 0.5 0.7
H -1.162 -2.387 0.842 0.0 0.1 0.7
H -1.282 2.129 -1.082 0.3 -1.9 0.9
```
Positions in Å, forces in eV/Å.

## Properties
LUMO energy (eV): -3.530
Total charge: +1
M (Da): 118.22

---

No. 2
Density functional theory data (ωB97M-V/def2-TZVPD) for an isolated ion of composition C5H12NS2 and charge -1.

The geometry in XYZ format:
```
20
Properties=species:S:1:pos:R:3:forces:R:3
S 2.058 -2.061 2.713 -1.2 0.8 -0.5
S -2.124 1.475 1.371 -0.2 -1.0 -0.4
N -0.266 -0.015 -1.217 1.9 -0.6 0.2
C 1.152 -1.622 0.098 0.8 0.9 1.2
C 1.131 -0.517 -0.907 -1.8 0.5 -1.8
C -0.471 1.408 -0.959 0.0 -0.8 -1.2
C -1.869 1.658 -0.443 0.6 1.9 0.5
C 0.823 -1.094 1.564 2.1 -3.1 -0.5
H 0.386 1.856 -0.436 -0.6 -0.3 0.8
H -0.375 1.904 -1.947 -0.4 0.1 0.2
H 1.540 -0.798 -1.901 0.3 0.0 0.6
H 0.491 -2.463 -0.075 -0.4 -0.1 -0.5
H 2.159 -2.048 0.046 0.0 0.0 0.4
H 1.641 0.352 -0.508 0.6 0.0 0.0
H -0.184 -1.505 1.693 -0.1 0.9 0.8
H -1.681 0.218 1.650 -0.1 0.4 -0.4
H 1.039 -0.050 1.749 -0.6 0.2 -0.3
H -0.875 -0.744 -0.881 -0.7 0.8 0.5
H -2.036 2.750 -0.378 0.1 -0.2 -0.7
H -2.540 1.296 -1.234 -0.4 -0.5 1.0
```
Positions in Å, forces in eV/Å.

## Properties
LUMO energy (eV): 3.039
Total charge: -1
M (Da): 150.29

---

No. 3
Density functional theory data (ωB97M-V/def2-TZVPD) for a 2-piece molecular cluster, C5H12NS2 overall.

The geometry in XYZ format:
```
20
Properties=species:S:1:pos:R:3:forces:R:3
S -1.150 0.896 0.899 0.8 0.0 -0.1
S 0.874 -1.176 1.180 0.4 2.0 -0.7
N -0.265 -1.691 -1.876 -1.8 -0.7 1.3
C 1.480 1.443 0.086 -2.0 1.0 3.1
C 0.840 2.723 -0.420 0.8 1.4 -1.0
C -1.705 -0.606 1.733 -1.8 -1.0 0.4
C 0.489 0.510 0.706 -1.6 -2.3 0.8
C -0.794 -1.802 1.376 -0.2 -1.6 2.2
H 2.160 1.650 0.936 0.0 0.2 -0.4
H -0.491 -1.098 -2.633 -0.2 0.1 -1.0
H -1.051 -2.582 0.587 0.1 1.8 0.6
H 0.673 -1.684 -1.659 2.5 0.5 0.2
H 0.310 3.166 0.424 0.5 0.5 0.0
H -0.478 -2.670 -1.979 -0.5 0.1 -0.7
H 0.048 2.635 -1.159 0.1 -0.7 -0.3
H -0.782 -2.412 2.357 0.2 0.8 -1.5
H 1.970 0.790 -0.509 2.0 -1.4 -2.7
H -2.741 -0.877 1.347 1.2 0.7 0.5
H -1.816 -0.421 2.874 0.5 -0.2 -2.0
H 1.593 3.447 -0.923 -1.1 -1.2 1.3
```
Positions in Å, forces in eV/Å.

## Properties
LUMO energy (eV): -5.110
Total charge: +1
M (Da): 150.29

---

Looking at E_HOMO for the records above, in order, we have -13.9 -2.4 -13.5 eV.
Looking at DFT total energy for the records above, in order, we have -17694.810 -28539.520 -28532.520 eV.